{
  "formula": "C4H12N2O2",
  "method": "ωB97M-V with the def2-TZVPD basis set",
  "elements": ["O", "O", "N", "N", "C", "C", "C", "C", "H", "H", "H", "H", "H", "H", "H", "H", "H", "H", "H", "H"],
  "coordinates": [[3.0388, 0.5803, 0.2303], [0.9869, -0.9841, 1.2237], [-0.9149, -1.7410, 0.2944], [0.1019, 0.6981, -1.4466], [0.1292, 1.7031, 0.8999], [0.0242, -0.7878, 0.4926], [-1.9000, -1.7209, -0.7820], [-0.3395, 0.6088, -0.0506], [-2.1320, -2.7140, -1.1623], [1.1196, 0.6651, -1.5117], [1.1030, 2.1268, 0.7241], [-2.8617, -1.3345, -0.4261], [2.3057, 0.2204, 0.7669], [-0.5965, 2.5094, 0.8558], [-0.2283, 1.5911, -1.7848], [0.1271, 1.3810, 1.9458], [-0.8490, -2.6450, 0.7282], [3.8646, 0.3453, 0.6667], [-1.4232, 0.6482, -0.0327], [-1.5557, -1.1502, -1.6316]],
  "de_lowest_kj_mol": 99.8,
  "energy_ha": -419.6105,
  "molar_mass_da": 120.2,
  "gap_ev": 10.487,
  "smiles": "CNC(=O)[C@@H](C)N.O"
}